C32H66F4N11O3P3Ti as an isolated structure. Source: the Open Molecules 2025 dataset; level of theory: ωB97M-V/def2-TZVPD.

Computed properties:
**Kohn-Sham gap**: 7.2 eV
**E_LUMO**: -10.786 eV
**Charge**: +4
**E_HOMO**: -17.99 eV
**Multiplicity**: 1

Positions of all 120 atoms, in Å:
Ti  -0.414  1.151  -0.060
C  -0.138  5.003  -2.300
C  -0.246  3.546  -1.871
N  -0.075  3.283  -0.397
C  -1.025  4.123  0.394
C  -1.207  3.590  1.802
C  1.333  3.566  0.023
C  2.162  2.318  -0.205
N  1.391  1.203  0.397
C  2.063  0.467  1.402
C  1.658  0.481  2.728
F  0.588  1.214  3.081
C  2.366  -0.211  3.698
F  1.937  -0.147  4.953
C  3.488  -0.946  3.375
C  3.895  -0.965  2.053
F  4.949  -1.688  1.679
C  3.207  -0.258  1.085
F  3.622  -0.289  -0.191
H  -0.355  5.057  -3.367
H  -0.860  5.643  -1.797
H  0.858  5.419  -2.157
H  -1.228  3.153  -2.141
H  0.515  2.955  -2.387
H  -0.644  5.145  0.430
H  -1.971  4.138  -0.147
H  -0.301  3.652  2.402
H  -1.974  4.167  2.318
H  -1.552  2.548  1.810
H  1.724  4.433  -0.508
H  1.331  3.798  1.087
H  2.335  2.138  -1.263
H  3.131  2.420  0.284
H  4.042  -1.478  4.138
C  -2.425  1.430  4.311
N  -2.154  0.135  3.666
C  -1.409  -0.817  4.516
P  -2.348  -0.234  2.124
O  -1.112  -0.114  1.170
O  -3.400  0.845  1.605
P  -3.761  1.141  0.029
O  -2.397  1.502  -0.560
N  -4.402  -0.154  -0.682
C  -5.842  -0.472  -0.607
C  -3.603  -1.197  -1.326
N  -4.875  2.287  0.139
C  -5.606  2.702  -1.076
C  -4.983  3.256  1.242
N  -2.963  -1.709  1.842
C  -4.226  -2.014  2.555
C  -2.088  -2.886  1.714
H  -1.505  2.005  4.421
H  -2.838  1.232  5.298
H  -3.157  1.995  3.743
H  -0.598  -0.289  5.014
H  -0.972  -1.619  3.920
H  -2.073  -1.247  5.265
H  -6.381  0.301  -0.069
H  -5.977  -1.421  -0.088
H  -6.251  -0.559  -1.614
H  -3.631  -1.104  -2.413
H  -4.020  -2.167  -1.058
H  -2.576  -1.190  -0.963
H  -5.440  2.000  -1.892
H  -5.275  3.693  -1.389
H  -6.672  2.739  -0.857
H  -4.542  2.860  2.151
H  -6.039  3.445  1.429
H  -4.504  4.199  0.975
H  -4.887  -1.149  2.550
H  -4.039  -2.318  3.586
H  -4.719  -2.832  2.033
H  -1.142  -2.603  1.254
H  -2.588  -3.618  1.079
H  -1.900  -3.349  2.684
C  3.252  -5.139  -2.885
N  3.886  -4.909  -1.503
C  3.302  -5.958  -0.536
N  1.885  -5.877  -0.519
C  1.340  -6.087  -1.857
N  1.836  -5.082  -2.798
C  1.326  -3.744  -2.508
P  1.823  -3.099  -0.829
C  3.636  -3.512  -1.009
C  1.381  -4.655  0.103
H  3.581  -6.126  -3.209
H  3.655  -4.378  -3.552
H  4.895  -5.055  -1.575
H  3.736  -5.765  0.445
H  3.633  -6.928  -0.905
H  0.253  -6.036  -1.816
H  1.627  -7.077  -2.210
H  0.235  -3.766  -2.570
H  1.676  -3.054  -3.281
H  4.137  -3.407  -0.045
H  4.115  -2.820  -1.702
H  0.293  -4.728  0.172
H  1.763  -4.584  1.125
C  3.298  1.406  -3.480
C  2.238  0.349  -3.208
N  0.938  0.634  -3.847
C  0.979  0.890  -5.311
C  0.949  2.369  -5.666
C  -0.196  0.528  -3.205
C  -1.490  0.629  -3.960
N  -0.251  0.277  -1.867
H  4.191  1.166  -2.903
H  2.970  2.408  -3.200
H  3.591  1.436  -4.528
H  2.062  0.203  -2.145
H  2.574  -0.607  -3.621
H  0.156  0.355  -5.780
H  1.895  0.425  -5.672
H  0.066  2.867  -5.262
H  0.917  2.475  -6.750
H  1.833  2.892  -5.309
H  -1.661  -0.278  -4.545
H  -1.483  1.465  -4.657
H  -2.315  0.769  -3.266
H  -1.194  -0.100  -1.749